{
  "formula": "C40H112N8O12",
  "method": "wB97M-V/def2-TZVPD",
  "e_above_lowest_kj_mol": 144.0,
  "species": ["C", "O", "C", "C", "C", "N", "H", "H", "H", "H", "H", "H", "H", "H", "H", "H", "H", "C", "O", "C", "C", "C", "N", "H", "H", "H", "H", "H", "H", "H", "H", "H", "H", "H", "C", "O", "C", "C", "C", "N", "H", "H", "H", "H", "H", "H", "H", "H", "H", "H", "H", "C", "O", "C", "C", "C", "N", "H", "H", "H", "H", "H", "H", "H", "H", "H", "H", "H", "C", "O", "C", "C", "C", "N", "H", "H", "H", "H", "H", "H", "H", "H", "H", "H", "H", "C", "O", "C", "C", "C", "N", "H", "H", "H", "H", "H", "H", "H", "H", "H", "H", "H", "C", "O", "C", "C", "C", "N", "H", "H", "H", "H", "H", "H", "H", "H", "H", "H", "H", "C", "O", "C", "C", "C", "N", "H", "H", "H", "H", "H", "H", "H", "H", "H", "H", "H", "C", "C", "O", "H", "H", "H", "H", "H", "H", "C", "C", "O", "H", "H", "H", "H", "H", "H", "C", "C", "O", "H", "H", "H", "H", "H", "H", "C", "C", "O", "H", "H", "H", "H", "H", "H"],
  "positions_angstrom": [[-0.558509, 1.947330, 2.524237], [-0.553700, 2.895100, 3.622378], [0.455586, 3.859886, 3.529088], [1.617154, 3.500764, 4.440762], [1.181454, 3.530894, 5.903912], [2.743753, 4.433809, 4.258339], [-1.041951, 1.031189, 2.840961], [0.435902, 1.886023, 2.084473], [-1.226117, 2.508780, 1.870684], [0.841090, 4.059211, 2.516808], [-0.008460, 4.808109, 3.818631], [1.995326, 2.489929, 4.215393], [0.695195, 4.508294, 6.025555], [1.938115, 3.271638, 6.637848], [0.292161, 2.936175, 6.150420], [2.852247, 4.531790, 3.247319], [3.631232, 4.064207, 4.575876], [3.036848, -2.729004, 2.413213], [2.672757, -3.477348, 3.546798], [3.733193, -3.793701, 4.401236], [3.193498, -4.565154, 5.579515], [4.290137, -4.883743, 6.595935], [2.646327, -5.867860, 5.127237], [3.533969, -1.806141, 2.717290], [2.162139, -2.506830, 1.804816], [3.644463, -3.314324, 1.713804], [4.471912, -4.406263, 3.873807], [4.210303, -2.898307, 4.823151], [2.427271, -3.991759, 6.118636], [4.505244, -3.968486, 7.154370], [5.205783, -5.275886, 6.150103], [3.963455, -5.663302, 7.284440], [2.195936, -6.273297, 5.941619], [1.930328, -5.739373, 4.417902], [-0.422769, -1.578297, 3.133874], [-1.475026, -1.400028, 4.049816], [-2.724998, -1.829112, 3.528209], [-3.217111, -3.067558, 4.260788], [-2.245732, -4.230382, 4.203897], [-4.461576, -3.484324, 3.566421], [0.510511, -1.106230, 3.432305], [-0.674360, -1.146338, 2.155266], [-0.282704, -2.652254, 2.985137], [-3.387079, -0.967063, 3.626936], [-2.639284, -2.081462, 2.463509], [-3.439372, -2.840629, 5.306179], [-2.636504, -5.136040, 4.672230], [-1.310378, -4.007411, 4.731067], [-1.984772, -4.540558, 3.187640], [-5.223329, -3.585763, 4.227744], [-4.818793, -2.833820, 2.875018], [2.932125, 0.531855, -4.462910], [2.192457, 1.410115, -5.269815], [1.225755, 2.148314, -4.556886], [0.349060, 2.897507, -5.559681], [1.036566, 3.664363, -6.678809], [-0.462101, 3.807051, -4.717645], [3.400353, -0.229494, -5.085576], [2.284093, 0.042578, -3.730792], [3.761776, 1.045303, -3.963197], [0.579898, 1.543623, -3.914070], [1.762013, 2.912235, -3.972854], [-0.324859, 2.158892, -6.002429], [1.753044, 3.045242, -7.217907], [1.532293, 4.557907, -6.284054], [0.293515, 4.070624, -7.368484], [-1.070507, 4.354198, -5.334757], [0.116198, 4.584638, -4.387186], [3.596331, 1.126702, 1.892499], [4.301902, 1.091229, 0.658282], [5.029489, 2.287351, 0.412365], [5.943530, 2.007365, -0.756103], [7.178576, 1.150697, -0.454546], [6.321972, 3.227643, -1.509112], [2.866328, 0.318043, 1.895103], [3.037585, 2.060937, 1.998021], [4.300715, 0.944059, 2.707648], [4.300442, 3.067249, 0.163548], [5.665630, 2.563382, 1.262524], [5.459438, 1.353778, -1.501705], [7.636228, 1.491051, 0.486283], [7.982555, 1.295402, -1.172829], [6.876546, 0.111601, -0.341767], [6.581630, 2.980356, -2.460256], [5.462314, 3.754423, -1.678204], [1.355376, 3.520482, -0.630539], [0.153130, 4.115222, -0.203973], [-0.990116, 3.451718, -0.734338], [-2.191212, 4.374133, -0.709494], [-2.851893, 4.394915, 0.661635], [-3.148273, 3.937948, -1.764412], [1.397557, 3.352868, -1.704607], [1.445520, 2.552457, -0.101749], [2.195372, 4.083735, -0.220678], [-0.724774, 3.090323, -1.737692], [-1.108138, 2.477225, -0.240927], [-1.882017, 5.392605, -0.953984], [-2.239470, 4.903884, 1.405663], [-2.975801, 3.390770, 1.081462], [-3.869871, 4.773338, 0.564367], [-3.338340, 2.974472, -1.482120], [-2.592072, 3.894469, -2.617723], [-3.689438, 0.549177, -0.511653], [-4.632048, 1.506118, -0.048161], [-5.675376, 1.721467, -0.963704], [-6.759477, 2.633906, -0.453691], [-7.649589, 2.022749, 0.623844], [-7.534681, 3.165057, -1.573096], [-4.266109, -0.336835, -0.776227], [-2.891885, 0.414510, 0.215287], [-3.174722, 1.011350, -1.356208], [-5.289582, 2.126740, -1.909808], [-6.076578, 0.724123, -1.224218], [-6.166681, 3.485285, -0.071670], [-8.093813, 1.114762, 0.212474], [-8.463201, 2.702285, 0.865778], [-6.995541, 1.795572, 1.461526], [-7.024671, 3.896145, -2.069256], [-8.328542, 3.722099, -1.264983], [-0.044501, -2.200446, -4.631690], [-0.934153, -1.201129, -4.242299], [-1.468511, -0.492314, -5.368474], [-2.410208, 0.574704, -4.847124], [-3.488331, 0.125602, -3.880864], [-3.026979, 1.212816, -6.049053], [0.990569, -1.942396, -4.869893], [-0.470607, -2.889495, -5.366737], [0.082299, -2.849174, -3.754965], [-0.691982, -0.088098, -6.028604], [-1.975039, -1.256435, -5.985302], [-1.761692, 1.325619, -4.382759], [-3.077979, -0.457289, -3.047933], [-4.216722, -0.590295, -4.271991], [-3.959474, 1.016594, -3.472042], [-3.519508, 2.031145, -5.684538], [-3.811146, 0.615762, -6.313848], [0.747202, -5.128896, 1.480715], [1.093099, -4.726589, 0.048794], [1.634043, -5.898573, -0.641379], [0.081306, -4.410959, 1.958986], [1.592123, -5.366828, 2.122138], [0.200169, -6.076773, 1.402941], [1.842820, -3.943083, 0.020060], [0.191725, -4.552433, -0.543547], [0.921355, -6.543249, -0.622196], [0.955055, -0.608921, -0.225935], [-0.253589, -0.952381, -1.091944], [-0.581596, 0.292823, -1.709583], [1.824859, -0.278362, -0.800579], [1.287214, -1.510500, 0.289314], [0.725805, 0.231492, 0.428374], [-1.024905, -1.289411, -0.390520], [-0.023884, -1.698189, -1.853243], [-1.049944, 0.196177, -2.545193], [3.872008, -2.876477, -2.032742], [4.341785, -1.520603, -1.577708], [4.201615, -1.514588, -0.153103], [3.848340, -3.050982, -3.115097], [2.820444, -3.027465, -1.774371], [4.499105, -3.662782, -1.617006], [3.848664, -0.666205, -2.053311], [5.412931, -1.386228, -1.788598], [4.286397, -0.570580, 0.130304], [-4.879943, -3.369419, -0.821305], [-3.370603, -3.507280, -1.021007], [-2.636711, -3.199856, 0.142276], [-5.397389, -3.827088, -1.669026], [-5.213797, -2.351086, -0.639321], [-5.216229, -4.000393, 0.010633], [-3.082965, -2.857020, -1.849739], [-3.186815, -4.529821, -1.375297], [-3.032398, -3.678983, 0.880853]],
  "forces_ev_per_angstrom": [[-0.909, 2.249, 0.485], [0.347, -0.957, 0.043], [0.264, 0.521, 0.137], [0.897, -0.693, 1.086], [-1.642, 0.403, -0.148], [-0.439, 0.400, -0.968], [0.364, -0.211, 0.119], [0.008, -0.532, 0.007], [0.141, -0.835, -0.911], [-0.293, -0.447, -0.193], [0.247, 0.068, 0.290], [-0.546, -0.137, -0.237], [0.928, 0.336, 0.533], [0.245, 0.414, -0.063], [0.406, -0.683, -0.572], [0.182, 0.264, 0.206], [-0.170, -0.184, 0.284], [0.129, -0.452, -0.373], [-0.733, 0.155, -0.077], [0.016, -0.011, 0.502], [-0.040, -1.361, 0.161], [0.032, 0.356, -0.018], [0.020, 0.426, 0.150], [0.164, 0.061, -0.210], [-0.298, 0.182, 0.498], [0.481, 0.129, 0.299], [0.164, 0.015, 0.032], [0.122, 0.179, -0.355], [0.022, 0.271, -0.327], [0.231, -0.201, 0.119], [-0.041, 0.179, -0.238], [-0.186, 0.163, 0.129], [-0.069, -0.242, -0.226], [0.041, 0.128, 0.102], [-0.191, -0.467, -0.790], [0.229, 0.463, 0.041], [0.747, 0.063, 0.419], [-0.891, -0.191, -0.814], [0.831, -0.313, 0.306], [-0.536, -0.201, 0.285], [-0.129, -0.040, 0.570], [-0.067, -0.015, 0.004], [0.427, 0.058, -0.066], [-0.402, -0.235, 0.052], [0.034, 0.111, -0.001], [0.104, 0.162, -0.026], [-0.315, 0.197, 0.088], [-0.081, 0.131, -0.103], [-0.136, 0.310, -0.107], [0.097, -0.195, -0.043], [0.371, 0.261, 0.077], [0.238, -0.088, 0.043], [-0.320, -0.519, -0.229], [0.645, 1.002, -0.917], [-0.427, 0.313, 0.488], [0.260, 0.098, 0.175], [-0.540, 0.769, -0.451], [-0.171, -0.026, -0.187], [0.067, -0.034, 0.146], [-0.146, 0.143, 0.277], [0.223, -0.154, 0.126], [-0.154, -0.117, 0.379], [-0.114, 0.131, -0.034], [-0.019, 0.091, -0.057], [0.293, -0.226, 0.116], [-0.081, -0.304, -0.092], [-0.252, -0.587, 0.044], [0.348, -0.537, 0.260], [-0.013, -0.303, -0.199], [-0.155, 0.247, 0.408], [0.277, -0.448, -0.497], [0.714, -0.872, -2.515], [0.151, 0.929, 1.414], [-0.642, 0.513, 0.397], [0.046, -0.088, -0.154], [0.202, 0.122, 0.163], [-0.118, 0.341, 0.208], [0.219, 0.209, 0.162], [-0.363, 0.118, 0.179], [-0.903, 0.138, 0.503], [-0.098, -0.208, 0.021], [-0.300, -0.247, -0.430], [0.249, -0.085, -0.075], [0.367, -0.261, 0.249], [0.200, 0.112, 0.275], [-0.134, -0.856, 1.582], [0.022, 0.502, -0.175], [1.318, -0.409, -0.380], [-0.276, -0.215, -0.136], [-0.226, -0.648, 0.077], [0.410, -0.130, 0.835], [0.098, 0.157, -0.151], [0.041, -0.193, -0.530], [-0.096, 0.455, -0.451], [-0.267, 0.577, -0.378], [-0.506, 0.225, 0.444], [0.205, -0.082, -0.068], [-0.167, 0.432, -0.143], [-0.022, -0.124, -0.364], [0.164, 0.468, 0.237], [-0.323, 0.120, -0.455], [-0.237, -0.162, -0.076], [-0.392, 1.311, -0.220], [0.062, 0.537, 1.044], [-0.065, -1.430, -1.062], [0.669, 1.603, 0.442], [0.570, 0.055, -0.956], [-0.550, 0.360, -0.797], [0.594, -0.427, -0.135], [-0.391, -0.316, 0.409], [-0.019, -0.560, -0.390], [0.056, 0.162, 0.066], [-0.282, 0.150, -0.076], [-0.244, -0.240, 0.675], [-0.007, -0.128, 0.173], [0.097, 0.072, 0.367], [-0.363, -0.091, 0.305], [0.471, -0.547, -0.030], [-0.127, -0.569, 0.441], [0.277, -1.824, 1.243], [0.233, 0.908, -0.648], [-0.337, -1.185, 0.177], [-0.136, 0.134, -1.267], [0.628, -0.800, 0.769], [-0.229, 0.178, 0.812], [-0.238, 0.754, -0.493], [0.004, 0.361, -0.439], [-0.067, 0.096, 0.055], [0.098, 0.254, 0.373], [-0.301, 0.318, 0.035], [-0.224, 0.146, 0.140], [0.193, 0.353, 0.070], [-0.100, 0.423, -0.583], [-0.335, -0.141, -0.018], [0.258, 0.100, -0.286], [0.248, -0.097, -0.231], [-0.574, -0.465, -0.392], [-0.088, -1.935, -0.089], [0.467, 0.663, 0.303], [0.163, 0.060, 0.076], [0.271, 0.425, -0.169], [-0.227, 0.132, 0.095], [-0.083, 0.091, -0.341], [-0.066, 1.093, 0.447], [0.093, -0.124, -0.048], [0.438, -0.487, -0.612], [0.729, 1.143, 0.381], [-0.326, 0.425, 0.045], [-0.179, -0.063, -0.298], [-0.085, 0.225, 0.405], [-0.212, -0.275, 0.337], [-0.326, -0.169, -0.493], [-0.075, -0.171, 0.170], [0.092, -0.591, 0.046], [-0.623, -0.253, -0.867], [0.865, -0.167, 0.522], [-0.185, 1.009, -0.118], [0.446, 0.437, -0.022], [0.156, -0.055, 0.462], [-0.170, -0.009, 0.251], [-0.396, -0.178, 0.094], [-0.046, -0.117, -0.274], [0.043, -0.842, -0.190], [-0.021, -0.832, 0.151], [-1.076, -0.260, -0.421], [0.254, 0.180, 0.027], [-0.007, 0.450, -0.203], [0.011, 0.049, -0.116], [0.187, 0.195, 0.193], [0.419, 0.223, 0.308], [0.225, -0.017, 0.195], [-0.005, -0.047, -0.040]]
}